This record from OMol25 describes a 8-piece molecular cluster, C30H82N6O9 overall at a distorted geometry. The level of theory is wB97M-V/def2-TZVPD.

The geometry in XYZ format:
```
127
Properties=species:S:1:pos:R:3:lowdin_charge:R:1
C 19.806 21.822 -15.696 -0.1046
O 19.594 22.999 -14.949 -0.1759
C 18.264 23.460 -14.904 -0.1959
C 17.159 22.461 -14.548 -0.4294
C 15.740 22.947 -14.870 -0.0592
N 17.203 22.107 -13.117 0.0398
H 20.825 21.468 -15.582 0.0890
H 19.638 22.011 -16.764 0.0882
H 19.096 21.062 -15.367 0.0701
H 18.114 24.298 -14.221 0.1285
H 18.104 23.841 -15.920 0.1249
H 17.313 21.521 -15.083 0.1069
H 14.969 22.209 -14.662 0.0639
H 15.643 23.420 -15.855 0.0631
H 15.477 23.811 -14.244 0.0754
H 16.377 21.653 -12.746 0.0360
H 17.233 22.980 -12.598 0.0502
C 11.336 20.326 -9.057 -0.0920
O 11.954 21.559 -9.396 -0.1977
C 13.357 21.477 -9.634 -0.2032
C 13.667 22.705 -10.477 -0.4356
C 12.851 22.811 -11.752 -0.0583
N 15.097 22.687 -10.818 0.0377
H 11.082 20.314 -7.989 0.0833
H 12.023 19.507 -9.265 0.0774
H 10.358 20.250 -9.533 0.0851
H 13.885 21.422 -8.675 0.1286
H 13.633 20.556 -10.164 0.1173
H 13.405 23.572 -9.856 0.1376
H 11.793 22.944 -11.535 0.0789
H 13.058 21.889 -12.302 0.0641
H 13.114 23.678 -12.359 0.0774
H 15.490 23.560 -11.139 0.0699
H 15.610 22.394 -9.994 0.0750
C 9.290 21.327 -21.898 -0.1043
O 8.220 21.724 -21.053 -0.2001
C 8.687 22.014 -19.742 -0.2146
C 7.601 22.696 -18.928 -0.4079
C 8.121 23.023 -17.530 -0.0623
N 6.458 21.746 -18.781 0.0297
H 10.005 22.148 -22.008 0.0870
H 8.860 21.186 -22.891 0.0866
H 9.729 20.405 -21.523 0.0493
H 8.902 21.040 -19.292 0.1066
H 9.583 22.648 -19.758 0.1281
H 7.074 23.524 -19.403 0.1386
H 8.693 22.162 -17.169 0.0670
H 7.319 23.270 -16.841 0.0765
H 8.857 23.828 -17.596 0.0750
H 6.246 21.437 -19.728 0.0615
H 6.727 20.886 -18.308 0.0459
C 10.633 16.232 -14.462 -0.1226
O 12.015 16.342 -14.223 -0.1853
C 12.262 16.525 -12.843 -0.2166
C 13.683 17.003 -12.499 -0.4174
C 14.041 18.321 -13.152 -0.0691
N 14.650 16.029 -12.991 0.0272
H 10.388 16.132 -15.519 0.0795
H 10.019 17.006 -14.000 0.0868
H 10.303 15.257 -14.074 0.0890
H 11.611 17.321 -12.450 0.1195
H 12.066 15.563 -12.360 0.1256
H 13.792 17.074 -11.415 0.1369
H 13.305 19.120 -12.997 0.0680
H 14.029 18.142 -14.231 0.0567
H 14.976 18.796 -12.861 0.0785
H 14.597 15.826 -13.982 0.0708
H 14.563 15.117 -12.554 0.0704
C 15.086 16.160 -20.897 -0.1285
O 13.723 16.425 -20.947 -0.1584
C 13.405 17.753 -20.630 -0.2180
C 11.891 17.990 -20.700 -0.4287
C 11.211 17.771 -22.026 -0.0630
N 11.624 19.363 -20.257 0.0508
H 15.618 16.798 -21.615 0.0918
H 15.348 15.108 -21.024 0.0875
H 15.555 16.318 -19.909 0.0763
H 13.776 18.056 -19.644 0.1181
H 13.820 18.466 -21.362 0.1222
H 11.441 17.318 -19.959 0.1386
H 10.144 17.954 -21.923 0.0661
H 11.405 16.840 -22.568 0.0793
H 11.618 18.420 -22.817 0.0846
H 12.274 19.957 -20.784 0.0718
H 12.030 19.551 -19.335 0.0491
C 15.836 18.687 -17.276 -0.1218
O 15.259 19.655 -18.092 -0.2021
C 16.160 20.132 -19.073 -0.2239
C 15.503 20.904 -20.178 -0.1971
N 15.151 22.283 -19.849 -0.0619
C 14.323 22.440 -18.660 -0.2176
C 13.886 23.872 -18.491 -0.2472
O 13.071 24.305 -19.547 -0.1782
C 12.883 25.699 -19.585 -0.1119
H 15.366 18.575 -16.300 0.0726
H 16.927 18.761 -17.186 0.0894
H 15.794 17.655 -17.675 0.0806
H 16.598 19.245 -19.570 0.1216
H 17.059 20.558 -18.607 0.1291
H 14.559 20.397 -20.451 0.0930
H 16.035 20.959 -21.129 0.1257
H 14.646 22.647 -20.652 0.1067
H 14.921 22.002 -17.856 0.1032
H 13.495 21.704 -18.669 0.1170
H 14.825 24.446 -18.527 0.1226
H 13.530 24.042 -17.469 0.1144
H 12.476 26.126 -18.665 0.0877
H 12.194 25.866 -20.410 0.0878
H 13.813 26.237 -19.798 0.0884
C 11.930 21.509 -15.509 -0.0741
C 11.981 20.034 -15.840 -0.2931
O 11.360 19.866 -17.106 -0.0789
H 12.334 22.095 -16.339 0.0621
H 12.450 21.783 -14.588 0.0475
H 10.923 21.906 -15.348 0.0751
H 11.426 19.540 -15.038 0.1111
H 13.031 19.736 -15.825 0.0947
H 10.698 19.171 -17.096 0.0497
C 8.341 18.330 -18.092 -0.0962
C 7.506 17.831 -19.250 -0.3123
O 6.394 17.073 -18.800 -0.0655
H 8.893 17.513 -17.615 0.0682
H 7.794 18.946 -17.381 0.0782
H 9.144 18.968 -18.487 0.0438
H 8.079 17.285 -20.002 0.1119
H 7.164 18.757 -19.725 0.1030
H 6.618 16.140 -18.828 0.0804
```

The value obtained for the LUMO energy is 0.47 eV. The energy above the lowest of the compared OMol25 structures with the same formula, charge and spin is 0.390 eV. The highest occupied orbital energy is -8.71 eV. The calculation puts the orbital gap at 9.19 eV. The SMILES is COC[C@H](C)N.COC[C@H](C)N.COC[C@H](C)N.COC[C@H](C)N.COC[C@H](C)N.COCCNCCOC.CCO.CCO. The net charge is 0. The calculation puts the maximum force at 0.044 hartree/bohr. The calculation puts the total energy at -59801.82957 eV.

This record from OMol25 describes an isolated ion of composition C2HN3O6S2 and charge -2 at a distorted geometry. The level of theory is wB97M-V/def2-TZVPD.

The geometry in XYZ format:
```
14
Properties=species:S:1:pos:R:3:lowdin_charge:R:1
C 0.258 0.852 -0.138 -0.2817
C 0.096 -0.614 0.100 -0.2250
N 1.324 1.021 -0.836 0.0316
N 1.056 -1.217 -0.577 -0.0547
N 1.754 -0.217 -1.093 -0.0991
O -0.028 2.923 1.377 -0.3913
O 0.237 -2.637 1.590 -0.3798
O -0.655 3.088 -1.021 -0.4171
O -2.112 1.930 0.533 -0.3856
O -2.055 -1.897 1.325 -0.3731
O -0.961 -2.937 -0.559 -0.3937
S -0.729 2.329 0.249 0.4065
S -0.798 -2.124 0.675 0.4156
H 2.614 -0.499 -1.625 0.1475
```

As for the spin multiplicity: 3. The value obtained for the LUMO energy (spin up / spin down) is 6.13 / 3.92 eV. The highest occupied orbital energy (spin up / spin down) is 1.59 / -2.39 eV. The calculation puts the orbital gap (spin up / spin down) at 4.54 / 6.31 eV. The net charge is -2. The calculation puts the maximum force at 0.127 hartree/bohr. The calculation puts the total energy at -40510.53757 eV.

This record from OMol25 describes one molecule with the formula C5H7N. The level of theory is wB97M-V/def2-TZVPD.

The geometry in XYZ format:
```
13
Properties=species:S:1:pos:R:3:lowdin_charge:R:1
C 1.154 -0.028 -0.706 -0.0920
C 0.574 1.154 -0.488 -0.0576
C -0.612 1.022 0.416 -0.2552
N -1.696 0.121 0.012 0.0476
C -0.630 -0.415 0.839 -0.2707
C 0.490 -1.132 0.090 -0.1479
H 2.015 -0.194 -1.347 0.0971
H 0.921 2.108 -0.875 0.0990
H -0.940 1.880 0.997 0.1265
H -1.593 -0.177 -0.956 0.0992
H -0.923 -0.788 1.818 0.1302
H 1.211 -1.641 0.742 0.1105
H 0.036 -1.912 -0.536 0.1133
```

The value obtained for the LUMO energy is 1.17 eV. The energy above the lowest of the compared OMol25 structures with the same formula, charge and spin is 1.599 eV. The highest occupied orbital energy is -8.97 eV. The calculation puts the orbital gap at 10.14 eV. The SMILES is C1=C[C@H]2N[C@H]2C1. The net charge is 0. The calculation puts the maximum force at 0.006 hartree/bohr. The calculation puts the total energy at -6786.91408 eV.

This record from OMol25 describes C36H35N8SV as an isolated structure at a distorted geometry. The level of theory is wB97M-V/def2-TZVPD.

The geometry in XYZ format:
```
81
Properties=species:S:1:pos:R:3:lowdin_charge:R:1
V 1.106 1.055 1.334 0.9529
C -0.263 0.254 -0.398 -0.2137
C -0.624 1.636 -0.138 -0.2340
C 0.479 2.410 -0.516 -0.2368
C 1.546 1.509 -0.921 -0.2366
C 1.088 0.150 -0.850 -0.2476
C 1.824 -1.044 -1.327 0.0050
C 2.876 1.846 -1.526 -0.0171
C 0.482 3.912 -0.591 0.0045
C -1.948 2.253 0.221 0.0047
C -1.223 -0.890 -0.354 -0.0115
H 1.160 -1.912 -1.429 0.0946
H 2.729 -1.231 -0.734 0.0767
H 2.183 -0.839 -2.357 0.1039
H 3.044 2.902 -1.551 0.0650
H 2.949 1.490 -2.579 0.1079
H 3.706 1.358 -0.998 0.0881
H 1.503 4.275 -0.672 0.0735
H 0.011 4.385 0.282 0.0933
H -0.056 4.142 -1.512 0.1076
H -1.777 3.053 0.963 0.0924
H -2.691 1.567 0.570 0.0744
H -2.369 2.737 -0.628 0.0863
H -0.841 -1.840 0.057 0.0651
H -1.498 -1.206 -1.367 0.1003
H -2.132 -0.650 0.164 0.0794
C -0.024 -3.209 2.361 -0.0191
C 0.750 -2.127 1.910 -0.0875
N 0.397 -0.863 2.115 0.0441
C -0.834 -0.597 2.690 -0.1585
C -1.719 -1.635 3.017 -0.1454
C -1.254 -2.968 2.911 0.0323
C -2.998 -1.254 3.499 -0.0163
C -3.247 0.057 3.743 -0.0522
C -2.314 1.076 3.504 -0.0271
C -1.116 0.738 3.028 -0.1996
N -0.024 1.646 2.774 -0.0046
C 0.037 2.943 3.308 -0.1802
C -0.731 3.623 4.229 -0.0032
C -0.415 4.921 4.640 -0.0527
C 0.672 5.592 4.165 -0.0128
C 1.480 4.920 3.220 -0.1654
C 2.658 5.511 2.758 0.0073
C 3.439 4.844 1.871 0.0075
C 3.030 3.503 1.515 -0.0964
N 1.937 2.960 1.902 0.0466
C 1.179 3.634 2.836 -0.1457
H 0.440 -4.202 2.177 0.1370
H 1.733 -2.302 1.445 0.1287
H -1.912 -3.775 3.241 0.1350
H -3.785 -2.019 3.646 0.1344
H -4.245 0.362 4.069 0.1219
H -2.601 2.114 3.514 0.1128
H -1.462 3.036 4.726 0.0930
H -1.130 5.412 5.312 0.1247
H 0.910 6.624 4.444 0.1290
H 2.927 6.521 3.072 0.1354
H 4.349 5.241 1.411 0.1228
H 3.669 2.968 0.866 0.1022
N 2.889 0.270 1.713 0.0809
C 3.935 -0.261 1.587 -0.3469
N 5.066 -0.693 1.482 0.1111
C 5.275 -1.882 0.909 -0.3461
N 5.351 -2.929 0.407 0.1194
C -4.023 -5.946 -5.807 -0.0127
C -2.843 -5.232 -5.290 -0.2723
C -1.942 -4.538 -6.046 0.0136
C -0.905 -3.873 -5.362 -0.3145
N -0.827 -3.860 -4.040 0.1004
C -1.682 -4.600 -3.254 -0.8467
S -1.659 -4.722 -1.568 0.5158
N -2.688 -5.282 -3.925 0.0795
C 0.123 -3.200 -6.201 -0.0192
H -4.150 -5.727 -6.871 0.0936
H -4.934 -5.749 -5.256 0.0925
H -3.730 -7.009 -5.765 0.1098
H -1.979 -4.464 -7.107 0.1159
H -3.380 -5.828 -3.401 0.1432
H 0.777 -2.561 -5.615 0.0816
H -0.399 -2.580 -6.935 0.0922
H 0.668 -3.950 -6.718 0.0824
```

As for the spin multiplicity: 2. The value obtained for the LUMO energy (spin up / spin down) is -4.05 / -3.42 eV. The energy above the lowest of the compared OMol25 structures with the same formula, charge and spin is 0.000 eV. The highest occupied orbital energy (spin up / spin down) is -9.97 / -9.97 eV. The calculation puts the orbital gap (spin up / spin down) at 5.92 / 6.55 eV. The net charge is +1. The calculation puts the maximum force at 0.066 hartree/bohr. The calculation puts the total energy at -86340.57201 eV.

This record from OMol25 describes C4H7LiO2Pm as an isolated structure at a distorted geometry. The level of theory is wB97M-V/def2-TZVPD.

The geometry in XYZ format:
```
15
Properties=species:S:1:pos:R:3:lowdin_charge:R:1
H -1.090 4.105 -0.417 -0.1635
C 0.864 0.128 -0.335 -0.4151
C 0.733 -0.589 1.007 -0.0969
C -0.195 -1.696 0.662 0.0207
C -1.014 -1.383 -0.543 -0.1694
O -0.537 -0.113 -0.968 -0.3181
O 0.944 1.468 -0.333 -0.4314
Li 0.946 3.098 0.474 0.7195
Pm -1.083 2.212 -1.174 1.9518
H 1.618 -0.346 -0.988 0.1864
H 1.706 -0.937 1.382 0.1512
H 0.311 0.115 1.748 0.1371
H -0.254 -2.650 1.182 0.1324
H -2.093 -1.307 -0.332 0.1416
H -0.856 -2.105 -1.365 0.1535
```

As for the spin multiplicity: 6. The value obtained for the LUMO energy (spin up / spin down) is -10.25 / -9.40 eV. The highest occupied orbital energy (spin up / spin down) is -15.01 / -18.73 eV. The calculation puts the orbital gap (spin up / spin down) at 4.76 / 9.33 eV. The net charge is +2. The calculation puts the maximum force at 0.064 hartree/bohr. The calculation puts the total energy at -25096.38851 eV.